ORCA calculation (wB97M-V/def2-TZVPD) on C21H17Br2F3NO3Rh as an isolated structure.

Computed properties:
Expectation value of S²: 6.04
Spin multiplicity: 5
Relative energy (zero: lowest compared OMol25 entry of this formula, charge and spin): 6.6 kJ/mol
HOMO-LUMO gap (alpha / beta): 6.56 / 5.42 eV
E_LUMO (alpha / beta): -1.0189 / -3.2689 eV

Last column: Mulliken charge in e.
Geometry (Å):
Rh1 -0.67362 0.14872 0.31054  0.49
C1 2.57950 1.49310 0.36406  -1.30
C2 2.54059 0.27072 -0.49415  0.74
C3 3.63749 -0.09405 -1.30096  -1.04
C4 3.57970 -1.21312 -2.08020  -0.77
C5 2.41357 -1.99847 -2.07123  1.03
C6 2.22454 -3.19876 -2.83060  0.13
Br1 3.58845 -3.82461 -3.94628  -0.15
C7 1.05050 -3.93595 -2.78079  -0.43
C8 0.00834 -3.51853 -1.98312  -0.21
Br2 -1.57245 -4.49629 -1.91417  -0.08
C9 0.09874 -2.30858 -1.19567  0.52
O1 -0.84119 -1.91356 -0.49801  -0.07
C10 1.36511 -1.55965 -1.26160  0.17
N1 1.43422 -0.46191 -0.49886  -0.23
H1 3.59602 1.68890 0.70577  0.51
H2 1.91721 1.38412 1.22065  0.15
H3 2.24365 2.35186 -0.22359  0.22
H4 4.52522 0.52414 -1.28863  0.45
H5 4.41876 -1.50222 -2.69801  0.37
H6 0.94902 -4.83583 -3.37011  0.44
F1 -0.36279 0.72020 -2.57498  -0.29
C11 -0.72802 1.41865 -1.43762  0.32
F2 -1.95692 1.92126 -1.73991  -0.25
F3 0.10317 2.50364 -1.43756  -0.26
C12 -5.82064 -0.64998 -0.04337  -1.53
C13 -4.56281 -0.34735 0.72889  0.59
C14 -3.90554 -1.35682 1.43597  -0.89
C15 -2.73483 -1.11647 2.12893  1.44
C16 -2.04804 -2.21081 2.90249  -1.54
C17 -2.17868 0.18002 2.09478  -1.05
C18 -2.84142 1.21578 1.41026  2.21
C19 -2.36400 2.64189 1.50820  -2.00
C20 -4.02881 0.92724 0.73570  -0.66
C21 -0.95715 0.49998 2.95212  0.17
O2 -1.07865 0.68709 4.14326  -0.64
O3 0.15519 0.52957 2.26384  -0.65
H7 -6.40052 -1.43685 0.43970  0.39
H8 -5.57743 -0.99093 -1.05279  0.28
H9 -6.44926 0.23505 -0.13766  0.39
H10 -4.32962 -2.35648 1.44741  0.36
H11 -2.66150 -3.11055 2.92579  0.43
H12 -1.85119 -1.88958 3.92605  0.36
H13 -1.08702 -2.46678 2.44948  0.29
H14 -2.84413 3.12368 2.36338  0.44
H15 -2.62080 3.19696 0.60696  0.39
H16 -1.28747 2.71101 1.66400  0.35
H17 -4.53757 1.72454 0.20331  0.38